Entry 1:
C10H27CsNO4 as an isolated structure in a non-equilibrium geometry, computed with the ωB97M-V functional and the def2-TZVPD basis.

Last column: Mulliken charge in e.
Cartesian coordinates (Å):
Cs: 0.84416 0.30969 -0.01722  1.092
C: -2.71591 3.22090 2.07535  -1.014
C: -1.25648 2.96568 2.39652  -0.141
O: -0.47837 2.69913 1.20883  -0.484
H: -3.16136 3.74744 2.92165  0.331
H: -3.30330 2.32983 1.86398  0.265
H: -2.78830 3.86608 1.19678  0.310
H: -1.14621 2.07495 3.01412  0.214
H: -0.80184 3.81380 2.90958  0.270
H: -0.49028 3.45886 0.61810  0.241
C: 1.91272 1.57764 4.70040  -1.109
C: 2.71805 1.09226 3.52950  0.381
O: 3.63570 2.14419 3.18073  -0.536
H: 2.51774 1.66222 5.60053  0.329
H: 1.03126 0.94658 4.83111  0.310
H: 1.55060 2.59557 4.54005  0.272
H: 2.14258 0.81587 2.62778  -0.313
H: 3.28151 0.16686 3.72060  0.326
H: 4.03049 1.96549 2.32249  0.277
C: 0.62390 -2.84593 1.98138  -0.867
O: 0.05786 -2.46340 0.75036  -0.265
C: 0.15109 -3.43137 -0.29053  -0.595
C: -0.73219 -3.01701 -1.45016  -0.698
N: -0.16850 -1.88521 -2.21434  -0.154
C: -0.81834 -1.78084 -3.52042  -0.928
C: -0.38551 -0.55711 -4.32003  -0.264
O: -1.49820 -0.03136 -4.99035  -0.316
C: -1.10985 1.03251 -5.85417  -0.699
H: 0.47148 -2.03968 2.70369  0.260
H: 1.70287 -3.02931 1.97569  0.353
H: 0.10195 -3.69757 2.42596  0.329
H: -0.04016 -4.41322 0.15219  0.417
H: 1.20125 -3.46003 -0.62825  0.303
H: -1.69180 -2.80018 -0.97468  0.293
H: -0.89745 -3.82417 -2.17097  0.422
H: 0.81138 -2.04585 -2.44137  0.254
H: -1.90961 -1.76419 -3.45238  0.463
H: -0.62901 -2.69357 -4.10751  0.342
H: 0.40940 -0.82291 -5.02038  0.352
H: -0.02674 0.18620 -3.59175  0.141
H: -0.38757 0.74868 -6.62094  0.303
H: -0.74054 1.83994 -5.21725  0.283
H: -2.01845 1.34256 -6.36464  0.255

## Properties
**Net charge**: +1
**Largest force on an atom**: 1.390 eV Å⁻¹
**Spin multiplicity**: 1
**Frontier orbital gap**: 9.497 eV
**Calculated total energy**: -772.8107 Eh
**E_LUMO**: -2.9694 eV
**Highest occupied orbital energy**: -12.5 eV

Entry 2:
C10H27InNOP as an isolated structure in a non-equilibrium geometry, computed with the ωB97M-V functional and the def2-TZVPD basis.

Last column: Mulliken charge in e.
Cartesian coordinates (Å):
C: -3.16249 -0.99317 2.35278  -0.724
P: -4.34952 0.44630 2.70513  -0.029
O: -4.02276 1.63732 1.49353  -0.525
In: -6.66884 -0.57607 2.35382  0.317
H: -2.21789 -0.54749 2.02288  -0.107
H: -3.06300 -1.55465 3.26973  0.380
H: -3.51731 -1.63698 1.54981  0.291
H: -3.91435 2.42236 1.99083  0.298
H: -7.19913 -0.59089 0.64944  -0.311
H: -6.49992 -2.28012 2.93575  -0.295
H: -7.79265 0.37510 3.37328  -0.296
C: -0.81091 1.76744 -0.12676  -1.201
C: -0.85229 0.59280 -1.10021  -0.434
C: 0.17661 -0.51191 -0.91920  -0.806
N: 1.63817 -0.16879 -1.15039  0.130
C: 2.36652 -1.49926 -1.16316  -0.575
C: 3.87847 -1.36366 -1.16368  -0.687
C: 4.35251 -0.52527 0.01233  -0.690
C: 3.67426 0.83289 -0.03113  -0.772
C: 2.16006 0.70137 -0.03167  -0.405
C: 1.78724 0.50116 -2.47200  -1.011
H: -0.10520 2.54171 -0.43661  0.398
H: -1.79040 2.24185 -0.09296  0.333
H: -0.57158 1.44168 0.88610  0.301
H: -0.85540 0.95849 -2.12934  0.362
H: -1.81793 0.09773 -0.97009  0.451
H: -0.04393 -1.30826 -1.63107  0.351
H: 0.11832 -0.93407 0.08397  0.503
H: 2.03547 -2.03579 -0.27418  0.415
H: 2.01999 -2.03484 -2.04518  0.456
H: 4.31596 -2.36147 -1.11137  0.379
H: 4.22697 -0.92583 -2.10238  0.320
H: 5.43615 -0.41060 -0.01508  0.386
H: 4.10819 -1.03161 0.95131  0.306
H: 4.00684 1.39282 -0.90961  0.314
H: 3.96405 1.42583 0.83707  0.420
H: 1.71498 1.68267 -0.14840  0.181
H: 1.80968 0.25474 0.89793  0.432
H: 1.29449 1.46748 -2.42775  0.359
H: 1.32931 -0.13198 -3.22703  0.328
H: 2.84125 0.64096 -2.68640  0.458

## Properties
**Largest force on an atom**: 1.944 eV Å⁻¹
**Spin multiplicity**: 1
**Frontier orbital gap**: 4.479 eV
**Calculated total energy**: -1058.5093 Eh
**E_LUMO**: -0.7998 eV
**Highest occupied orbital energy**: -5.3 eV

Q: The highest frontier orbital gap belongs to which entry?
A: C10H27CsNO4

Q: Which value of calculated total energy does entry 2 give?
A: -1058.5093 Eh